1.
# C4H11NO

2 unconnected molecules or ions with the total composition C4H11NO (ωB97M-V/def2-TZVPD, the Open Molecules 2025 dataset).

Properties
Molecular weight ... 89.1 g/mol
Frontier orbital gap ... 10.3 eV
E ... -288.93915 a.u.
Spin multiplicity ... 1
SMILES ... C=CCNC.O

Positions of all 17 atoms, in Å:
C -0.5168 1.7902 -0.6056
N -0.6727 0.7211 0.3620
C 0.5779 0.2940 0.9422
C 2.1103 -1.1375 -0.4468
C 1.0782 -1.0363 0.3872
H 0.1865 2.5926 -0.3330
H -1.4817 2.2699 -0.8005
H -0.3033 1.3408 -1.5820
H -1.2643 1.0868 1.1002
H 1.3904 1.0119 0.8790
H 0.4848 0.0180 2.0097
H 2.1639 -2.0189 -1.0827
H 2.9293 -0.4284 -0.5190
H 0.4561 -1.9160 0.5321
H -2.1869 -0.7321 -0.1612
H -2.6656 -2.2775 -0.0935
O -2.2862 -1.5786 -0.5883

---

2.
# C4H11NO

A single C4H11NO molecule (ωB97M-V/def2-TZVPD, the Open Molecules 2025 dataset).

Properties
Molecular weight ... 89.1 g/mol
Frontier orbital gap ... 9.7 eV
E ... -288.96578 a.u.
Spin multiplicity ... 1
SMILES ... CC[C@H](N)CO

Positions of all 17 atoms, in Å:
C -0.4668 0.8934 0.8868
O -1.6623 1.6836 0.8573
C -0.5711 -0.3758 -0.0576
C 0.7358 -0.5610 -0.7908
C 2.0563 -0.5948 -0.0039
N -1.6425 -0.2669 -1.0084
H 0.2560 1.5530 0.4099
H -0.1687 0.6069 1.8877
H -2.0965 1.6236 1.7073
H -0.7318 -1.2018 0.6085
H 0.6544 -1.4889 -1.3808
H 0.8012 0.0409 -1.6960
H 2.8459 0.0451 -0.3815
H 2.3867 -1.6297 0.0196
H 1.8749 -0.4011 1.0575
H -2.5500 -0.5848 -0.7137
H -1.7215 0.6584 -1.4018

---

3.
# C4H11NO

2 unconnected molecules or ions with the total composition C4H11NO (ωB97M-V/def2-TZVPD, the Open Molecules 2025 dataset).

Properties
Molecular weight ... 89.1 g/mol
Frontier orbital gap ... 10.9 eV
E ... -288.99216 a.u.
Spin multiplicity ... 1
SMILES ... CC(N)=O.CC

Positions of all 17 atoms, in Å:
C 0.7651 1.0629 1.0227
C 1.8099 0.8159 -0.0654
H 1.3154 1.5501 1.8285
H -0.1286 1.5995 0.7266
H 0.3447 0.1792 1.5011
H 1.7486 -0.1065 -0.6285
H 1.7788 1.6995 -0.7114
H 2.8363 0.9235 0.2955
C -1.8137 -0.8925 0.4544
C -0.5961 -1.1418 -0.4121
O 0.2516 -1.9992 -0.2976
N -0.7185 -0.5149 -1.6435
H -0.0100 -0.8161 -2.2920
H -1.1446 0.3821 -1.7945
H -2.6651 -0.6726 -0.1697
H -1.6699 -0.2183 1.2902
H -2.1038 -1.8506 0.8958

---

4.
# C4H11NO

2 unconnected molecules or ions with the total composition C4H11NO (ωB97M-V/def2-TZVPD, the Open Molecules 2025 dataset).

Properties
Molecular weight ... 89.1 g/mol
Frontier orbital gap ... 10.5 eV
E ... -288.97938 a.u.
Spin multiplicity ... 1
SMILES ... CC(N)=O.CC

Positions of all 17 atoms, in Å:
C -0.8324 1.5912 1.2385
C -1.6753 0.7270 2.2348
H -0.1089 2.2267 1.7378
H -0.3749 0.8033 0.6232
H -1.3016 2.1806 0.4677
H -1.4583 0.7684 3.3182
H -2.7565 0.8170 2.0753
H -1.3447 -0.2879 2.0262
C 0.5613 -1.0200 -2.5344
C 1.0493 -0.4751 -1.1996
O 0.8132 0.6453 -0.7679
N 1.8715 -1.2639 -0.4396
H 1.3253 -0.8757 -3.2712
H -0.4327 -0.5935 -2.8740
H 2.3040 -0.9653 0.4114
H 2.0729 -2.2057 -0.7204
H 0.2877 -2.0724 -2.3260

---

5.
# C4H11NO

2 unconnected molecules or ions with the total composition C4H11NO (ωB97M-V/def2-TZVPD, the Open Molecules 2025 dataset).

Properties
Molecular weight ... 89.1 g/mol
Frontier orbital gap ... 8.8 eV
E ... -288.96222 a.u.
Spin multiplicity ... 1
SMILES ... C=CN.CCO

Positions of all 17 atoms, in Å:
C 0.6988 -1.7298 -0.8475
C 1.4058 -2.7602 -1.3247
N -0.6181 -1.4695 -1.0896
H 1.2208 -1.0679 -0.1648
H 2.4573 -2.8180 -1.0971
H 0.9980 -3.4988 -1.9995
H -1.1368 -2.1122 -1.6635
H -1.1628 -0.8323 -0.5345
H -0.5852 -0.2659 1.7960
C -0.0194 1.4675 1.1025
O -1.0175 0.4634 1.3335
C -0.7255 2.7242 0.6363
H 0.6630 1.1304 0.3165
H 0.5343 1.6413 2.0259
H -0.0585 3.3763 0.0788
H -1.1227 3.2776 1.4822
H -1.5316 2.4741 -0.0505

---

6.
# C4H11NO

2 unconnected molecules or ions with the total composition C4H11NO (ωB97M-V/def2-TZVPD, the Open Molecules 2025 dataset).

Properties
Molecular weight ... 89.1 g/mol
Frontier orbital gap ... 8.9 eV
E ... -288.94816 a.u.
Spin multiplicity ... 1
SMILES ... CC(C)=CN.O

Positions of all 17 atoms, in Å:
C 1.0346 0.4177 -1.7042
C 0.7404 0.5824 -0.2515
C -0.5049 0.7014 0.2266
N -1.6365 -0.1595 -0.0105
C 2.0065 0.8837 0.5422
H 0.2407 0.0988 -2.3876
H 1.4227 1.2840 -2.2444
H 1.7654 -0.3733 -1.9413
H -0.7276 1.3079 1.1126
H -2.4290 0.4586 -0.2025
H -1.5320 -0.6271 -0.9122
H 2.5446 1.7668 0.1958
H 1.8903 0.9079 1.6223
H 2.6497 0.0433 0.2595
H -3.0019 -1.8533 1.7840
H -1.7611 -2.7148 1.8669
O -2.7020 -2.7245 2.0443

---

7.
# C4H11NO

A single C4H11NO molecule (ωB97M-V/def2-TZVPD, the Open Molecules 2025 dataset).

Properties
Molecular weight ... 89.1 g/mol
Frontier orbital gap ... 10.4 eV
E ... -288.93970 a.u.
Spin multiplicity ... 1
SMILES ... NCCCCO

Positions of all 17 atoms, in Å:
C -1.3734 -0.3932 0.3891
C -0.4101 0.6236 -0.2553
C 0.9933 0.6964 0.3130
C 1.7541 -0.6099 -0.1673
H -3.5113 0.3877 -0.1093
H -3.1457 -1.2169 -0.1780
H -1.0930 -1.4133 0.2554
H -1.4428 -0.2899 1.5637
H -0.3925 0.5058 -1.3751
H -0.8034 1.6889 -0.1521
H 1.0567 0.8857 1.4529
H 1.4062 1.6185 -0.3137
H 1.5802 -1.4114 0.5839
H 1.4791 -0.8207 -1.1658
H 3.3782 0.5056 -0.4692
N -2.6944 -0.3352 -0.3156
O 3.2189 -0.4219 -0.0565

---

8.
# C4H11NO

A single C4H11NO molecule (ωB97M-V/def2-TZVPD, the Open Molecules 2025 dataset).

Properties
Molecular weight ... 89.1 g/mol
Frontier orbital gap ... 10.5 eV
E ... -288.93549 a.u.
Spin multiplicity ... 1
SMILES ... NCCCCO

Positions of all 17 atoms, in Å:
C 1.2778 0.3988 -1.0481
C 0.9246 -0.2249 0.2695
C -0.3740 0.2293 1.0322
C -1.7078 -0.1101 0.1840
H 3.3645 0.0214 -1.0122
H 2.6721 0.1859 -2.5053
H 0.3575 0.2808 -1.7333
H 1.3611 1.4516 -0.9325
H 0.8414 -1.3013 0.1798
H 1.8395 -0.0787 0.9910
H -0.3826 1.3562 1.4207
H -0.3138 -0.4120 1.9013
H -1.7508 0.5045 -0.6496
H -1.7676 -1.2001 -0.2127
H -2.3930 -0.5222 2.0172
N 2.5743 -0.1820 -1.5969
O -2.8215 -0.0963 1.1360

---

Question: Which of these has the lowest frontier orbital gap?
Answer: number 5

---

Question: Look up the E of the fourth one.
Answer: -288.97938 a.u.

---

Question: Which value of frontier orbital gap does entry 2 give?
Answer: 9.7 eV